Entry 1:
Density functional theory data (ωB97M-V/def2-TZVPD) for a structure of composition C41H46IN5OPSV.

Last column: Mulliken charge in e.
Element x y z (Å)
1 V -0.36 0.95 -0.94  -0.289
2 I -2.05 1.90 -2.94  -0.105
3 C -3.84 1.88 -1.81  0.036
4 C -4.45 3.10 -1.79  -0.688
5 C -5.76 3.23 -1.27  -0.873
6 C -6.42 2.11 -0.87  -0.863
7 C -5.80 0.84 -0.89  0.805
8 C -6.56 -0.30 -0.53  -0.712
9 C -6.00 -1.55 -0.56  -1.330
10 C -4.63 -1.68 -0.85  -0.015
11 C -3.83 -0.61 -1.16  0.911
12 P -2.01 -0.92 -1.14  1.566
13 C -1.82 -2.14 0.20  0.490
14 C -1.93 -3.51 0.03  0.073
15 C -1.78 -4.37 1.11  -0.992
16 C -1.52 -3.86 2.37  -0.602
17 C -1.39 -2.49 2.56  -0.689
18 C -1.54 -1.64 1.48  -0.666
19 C -1.68 -1.89 -2.65  0.607
20 C -0.48 -2.59 -2.74  0.156
21 C -0.16 -3.28 -3.90  -0.972
22 C -1.03 -3.26 -4.98  -0.692
23 C -2.23 -2.56 -4.90  -0.761
24 C -2.55 -1.88 -3.73  -0.794
25 C -4.44 0.69 -1.29  0.376
26 H -3.96 3.97 -2.21  0.459
27 H -6.24 4.20 -1.25  0.431
28 H -7.45 2.17 -0.53  0.403
29 H -7.59 -0.16 -0.25  0.407
30 H -6.59 -2.42 -0.31  0.427
31 H -4.19 -2.66 -0.76  0.485
32 H -2.10 -3.92 -0.96  0.484
33 H -1.87 -5.44 0.97  0.449
34 H -1.40 -4.53 3.21  0.410
35 H -1.15 -2.09 3.53  0.450
36 H -1.42 -0.57 1.61  0.121
37 H 0.21 -2.61 -1.91  0.357
38 H 0.77 -3.83 -3.96  0.496
39 H -0.78 -3.80 -5.89  0.405
40 H -2.91 -2.55 -5.73  0.441
41 H -3.49 -1.35 -3.67  0.389
42 C -1.30 5.80 1.53  -0.645
43 C -1.48 4.38 2.04  -0.635
44 N -0.70 3.46 1.22  0.038
45 C 0.14 3.79 0.20  0.282
46 N 0.53 2.84 -0.62  0.211
47 C 1.58 3.18 -1.58  -0.412
48 C 1.38 4.58 -2.13  -0.678
49 C 1.39 5.55 -0.97  -0.686
50 N 0.52 5.08 0.11  0.192
51 C 0.15 6.02 1.16  -0.720
52 H -1.61 6.51 2.30  0.398
53 H -1.92 5.97 0.65  0.291
54 H -2.53 4.09 2.02  0.326
55 H -1.14 4.32 3.08  0.366
56 H -0.87 2.48 1.33  -0.171
57 H 1.56 2.44 -2.38  0.259
58 H 2.56 3.09 -1.10  -0.036
59 H 0.42 4.63 -2.65  0.232
60 H 2.16 4.84 -2.83  0.413
61 H 1.02 6.53 -1.28  0.443
62 H 2.41 5.68 -0.59  0.297
63 H 0.31 7.02 0.77  0.398
64 H 0.80 5.89 2.04  0.268
65 C 1.06 -0.45 -0.50  -0.531
66 H 0.86 -1.46 -0.17  -0.276
67 H 1.38 0.15 0.38  0.279
68 H 1.91 -0.45 -1.19  0.402
69 C 4.79 0.21 5.54  -1.090
70 C 5.80 -0.48 4.63  -0.710
71 C 5.19 -0.99 3.33  -0.348
72 N 4.73 0.14 2.52  0.116
73 C 4.40 0.12 1.24  -0.257
74 S 4.36 1.49 0.27  -0.377
75 N 4.13 -1.12 0.66  0.079
76 C 3.24 -2.08 1.15  0.177
77 O 2.66 -1.97 2.21  -0.699
78 C 2.98 -3.21 0.21  0.462
79 C 1.79 -3.92 0.37  -0.317
80 C 1.47 -4.95 -0.49  -0.322
81 C 2.33 -5.29 -1.52  -0.604
82 C 3.53 -4.60 -1.68  -0.888
83 C 3.85 -3.57 -0.82  -0.325
84 H 5.26 0.55 6.46  0.368
85 H 3.98 -0.47 5.80  0.284
86 H 4.33 1.09 5.06  0.305
87 H 6.22 -1.34 5.15  0.352
88 H 6.64 0.19 4.40  0.380
89 H 4.36 -1.65 3.54  0.197
90 H 5.94 -1.54 2.76  0.296
91 H 4.95 1.07 2.86  0.295
92 H 4.15 -1.06 -0.35  0.411
93 H 1.12 -3.63 1.17  0.459
94 H 0.54 -5.49 -0.37  0.374
95 H 2.08 -6.10 -2.20  0.490
96 H 4.22 -4.88 -2.47  0.434
97 H 4.81 -3.07 -0.93  0.563

## Properties
HOMO level (spin up / spin down) = -9.971 / -10.106 eV
frontier orbital gap (spin up / spin down) = 7.546 / 7.633 eV
multiplicity = 4
total charge = +1
LUMO (spin up / spin down) = -2.43 / -2.47 eV
ΔE to the lowest compared entry with this formula, charge and spin = 0.885 eV
E_tot = -3920.053477 Ha
⟨S²⟩ = 3.7726

=====

Entry 2:
Density functional theory data (ωB97M-V/def2-TZVPD) for a structure of composition C41H47As2FeS4.

Last column: Mulliken charge in e.
Element x y z (Å)
1 Fe 1.59 -1.59 0.81  0.939
2 C 1.58 -2.23 4.05  -1.197
3 C 2.95 -2.69 3.60  -0.652
4 S 2.78 -3.18 1.87  0.181
5 C 4.44 -3.04 1.18  -0.583
6 C 4.27 -3.15 -0.33  -1.090
7 S 2.96 -2.09 -1.05  0.008
8 C 3.85 -0.52 -1.30  -0.345
9 C 4.18 0.23 -0.02  -0.909
10 S 2.61 0.39 0.88  0.261
11 C 2.98 0.72 2.61  -0.776
12 C 1.66 0.53 3.34  -0.743
13 S 0.78 -1.02 2.97  0.212
14 H 1.61 -1.82 5.06  0.638
15 H 0.88 -3.07 4.06  0.362
16 H 3.28 -3.56 4.17  0.584
17 H 3.71 -1.91 3.69  0.263
18 H 5.05 -3.87 1.56  0.591
19 H 4.89 -2.11 1.50  0.128
20 H 3.97 -4.16 -0.60  0.470
21 H 5.19 -2.93 -0.86  0.531
22 H 3.19 0.06 -1.94  -0.312
23 H 4.75 -0.73 -1.87  0.707
24 H 4.56 1.22 -0.25  0.629
25 H 4.91 -0.28 0.61  0.246
26 H 3.35 1.74 2.72  0.607
27 H 3.75 0.03 2.96  0.162
28 H 0.95 1.31 3.04  0.051
29 H 1.78 0.60 4.42  0.728
30 C -2.66 0.31 -1.32  -1.453
31 C -3.29 -0.17 -0.02  -1.255
32 As -2.03 -0.43 1.47  1.607
33 C -1.40 -2.28 1.19  -0.378
34 C -1.68 -3.33 2.05  -0.607
35 C -1.09 -4.58 1.88  -0.853
36 C -0.20 -4.81 0.84  -0.909
37 C 0.11 -3.77 -0.03  0.079
38 C -0.46 -2.51 0.17  -0.375
39 C -3.30 -0.69 2.91  0.244
40 C -3.07 -0.01 4.10  -0.440
41 C -3.96 -0.11 5.16  -0.723
42 C -5.10 -0.90 5.03  -0.538
43 C -5.34 -1.58 3.84  -0.788
44 C -4.44 -1.48 2.79  -0.082
45 As -1.00 1.36 -1.10  0.701
46 C -1.06 2.32 -2.79  0.456
47 C -1.16 1.59 -3.97  -0.706
48 C -1.15 2.23 -5.20  -0.716
49 C -1.02 3.61 -5.26  -0.628
50 C -0.92 4.35 -4.09  -0.831
51 C -0.95 3.71 -2.86  -0.566
52 C -1.62 2.75 0.12  0.244
53 C -0.70 3.25 1.04  -0.390
54 C -1.08 4.25 1.94  -0.674
55 C -2.38 4.73 1.93  -0.535
56 C -3.29 4.24 1.01  -0.843
57 C -2.91 3.25 0.11  -0.514
58 H -3.38 0.90 -1.90  0.828
59 H -2.38 -0.54 -1.95  0.550
60 H -3.90 -1.06 -0.17  0.742
61 H -3.94 0.60 0.39  0.547
62 H -2.38 -3.19 2.87  0.467
63 H -1.35 -5.39 2.55  0.467
64 H 0.23 -5.80 0.70  0.496
65 H 0.75 -3.94 -0.89  0.691
66 H -0.32 -1.75 -0.61  0.344
67 H -2.19 0.63 4.20  0.372
68 H -3.78 0.43 6.08  0.428
69 H -5.80 -0.98 5.85  0.407
70 H -6.23 -2.19 3.73  0.427
71 H -4.65 -2.01 1.86  0.314
72 H -1.25 0.51 -3.94  0.426
73 H -1.23 1.65 -6.11  0.472
74 H -1.01 4.11 -6.22  0.458
75 H -0.83 5.42 -4.13  0.452
76 H -0.87 4.29 -1.95  0.425
77 H 0.31 2.87 1.05  0.432
78 H -0.36 4.65 2.64  0.426
79 H -2.67 5.51 2.63  0.418
80 H -4.30 4.62 1.00  0.434
81 H -3.63 2.90 -0.62  0.487
82 C 0.79 -0.79 -2.97  -0.837
83 C 1.19 0.09 -3.98  1.548
84 C 1.23 -0.31 -5.34  -0.584
85 C 1.59 0.58 -6.33  -0.786
86 C 1.94 1.89 -6.00  -0.523
87 C 1.92 2.31 -4.67  -1.227
88 C 1.55 1.43 -3.68  0.531
89 H 0.49 -1.80 -3.18  0.275
90 H 0.76 -0.42 -1.95  -0.314
91 H 0.95 -1.33 -5.60  0.444
92 H 1.61 0.26 -7.36  0.437
93 H 2.22 2.58 -6.78  0.464
94 H 2.16 3.33 -4.43  0.394
95 H 1.48 1.77 -2.65  0.448

## Properties
HOMO level (spin up / spin down) = -11.424 / -12.322 eV
frontier orbital gap (spin up / spin down) = 5.190 / 6.084 eV
multiplicity = 2
total charge = +2
LUMO (spin up / spin down) = -6.23 / -6.24 eV
ΔE to the lowest compared entry with this formula, charge and spin = 2.355 eV
E_tot = -8917.942937 Ha
⟨S²⟩ = 0.7894

=====

Entry 3:
Density functional theory data (ωB97M-V/def2-TZVPD) for a structure of composition C41H47B2NO4S2Zr in a non-equilibrium geometry.

Last column: Mulliken charge in e.
Element x y z (Å)
1 Zr -0.20 0.18 -0.18  -1.341
2 C -1.32 -4.46 -1.65  -1.435
3 C 0.09 -4.16 -1.14  0.470
4 C 0.81 -5.47 -0.80  -1.571
5 C 0.14 -3.25 0.07  1.817
6 C -0.79 -3.35 1.11  -0.437
7 C -0.62 -2.65 2.30  -0.745
8 C 0.48 -1.82 2.49  1.213
9 C 0.71 -1.10 3.79  -1.492
10 C 1.41 -1.70 1.45  -0.955
11 C 1.24 -2.40 0.25  -1.359
12 H -1.25 -5.08 -2.54  0.438
13 H -1.84 -3.54 -1.91  0.090
14 H -1.91 -5.00 -0.91  0.387
15 H 0.66 -3.68 -1.94  0.046
16 H 0.30 -5.99 0.02  0.342
17 H 1.84 -5.29 -0.50  0.355
18 H 0.82 -6.13 -1.67  0.459
19 H -1.63 -4.01 1.01  0.292
20 H -1.34 -2.78 3.10  0.319
21 H 0.75 -0.02 3.61  0.156
22 H 1.66 -1.40 4.24  0.464
23 H -0.10 -1.29 4.50  0.343
24 H 2.30 -1.11 1.63  0.420
25 H 2.01 -2.38 -0.50  0.664
26 S 1.49 1.53 1.51  -0.623
27 C 1.45 3.18 0.89  0.012
28 C 2.26 4.13 1.53  -0.817
29 C 2.31 5.45 1.11  -0.717
30 C 1.54 5.84 0.02  -0.576
31 C 0.75 4.92 -0.63  -0.790
32 C 0.69 3.58 -0.22  1.050
33 S -0.37 2.52 -1.15  -0.407
34 H 2.84 3.81 2.38  0.506
35 H 2.92 6.16 1.64  0.383
36 H 1.55 6.87 -0.33  0.387
37 H 0.14 5.21 -1.48  0.490
38 C 5.41 2.08 -0.30  -0.769
39 N 4.76 1.07 -1.17  0.066
40 C 4.75 -0.26 -0.53  -0.931
41 C 3.36 1.53 -1.52  -0.275
42 C 2.64 0.56 -2.39  -0.299
43 C 3.14 0.47 -3.69  -0.729
44 C 2.58 -0.39 -4.62  -1.076
45 C 1.53 -1.18 -4.20  -1.357
46 C 1.04 -1.08 -2.91  0.387
47 C 1.53 -0.20 -1.91  1.907
48 H 6.43 1.78 -0.06  0.350
49 H 4.82 2.18 0.61  0.313
50 H 5.42 3.04 -0.81  0.350
51 H 5.28 0.99 -2.05  0.411
52 H 4.17 -0.20 0.38  0.348
53 H 5.77 -0.57 -0.31  0.424
54 H 4.28 -0.98 -1.20  0.375
55 H 3.46 2.51 -1.98  0.650
56 H 2.85 1.63 -0.57  -0.649
57 H 3.97 1.11 -4.00  0.375
58 H 2.96 -0.44 -5.63  0.385
59 H 1.08 -1.89 -4.89  0.491
60 H 0.22 -1.74 -2.67  0.668
61 C -4.89 1.17 7.88  -2.167
62 C -3.64 1.66 7.16  2.171
63 C -2.42 1.26 8.00  -1.660
64 C -3.71 3.20 7.07  -1.603
65 C -3.50 1.07 5.76  0.496
66 C -4.43 0.18 5.23  -0.120
67 C -4.31 -0.36 3.95  -2.247
68 C -3.23 0.02 3.19  0.859
69 O -2.84 -0.34 1.94  -0.200
70 B -1.63 0.33 1.64  0.846
71 O -1.33 1.13 2.77  -0.218
72 C -2.30 0.92 3.71  0.044
73 C -2.41 1.45 4.97  -0.832
74 H -4.95 1.63 8.87  0.425
75 H -4.88 0.09 8.01  0.426
76 H -5.80 1.46 7.34  0.424
77 H -2.49 1.68 9.01  0.452
78 H -1.49 1.61 7.55  0.318
79 H -2.36 0.17 8.10  0.366
80 H -3.77 3.64 8.06  0.446
81 H -4.59 3.50 6.50  0.369
82 H -2.83 3.61 6.57  0.312
83 H -5.29 -0.13 5.82  0.472
84 H -5.05 -1.05 3.56  0.487
85 H -1.65 2.13 5.33  0.549
86 O -1.98 -1.10 -2.87  -0.188
87 B -1.86 -0.62 -1.54  0.922
88 O -2.72 0.50 -1.45  -0.220
89 C -3.29 0.70 -2.67  0.555
90 C -4.16 1.69 -3.08  -1.182
91 C -4.54 1.67 -4.42  -0.553
92 C -4.09 0.69 -5.29  -0.544
93 C -3.24 -0.32 -4.86  -1.069
94 C -2.84 -0.28 -3.54  0.810
95 H -4.52 2.45 -2.40  0.518
96 H -5.21 2.44 -4.79  0.411
97 H -4.40 0.71 -6.33  0.393
98 H -2.89 -1.10 -5.52  0.475

## Properties
HOMO level = -6.794 eV
frontier orbital gap = 6.665 eV
LUMO = -0.13 eV
ΔE to the lowest compared entry with this formula, charge and spin = 1.826 eV
E_tot = -2839.478998 Ha

=====

Entry 4:
Density functional theory data (ωB97M-V/def2-TZVPD) for a structure of composition C41H47Br2Cl2N2OP2STi in a non-equilibrium geometry.

Last column: Mulliken charge in e.
Element x y z (Å)
1 Ti -0.18 0.68 -0.23  -0.361
2 C -3.88 -3.12 0.97  -1.632
3 C -2.86 -2.01 1.19  0.626
4 C -3.44 -0.94 2.12  -1.518
5 P -2.16 -1.23 -0.35  1.054
6 C -3.76 -0.90 -1.28  1.083
7 C -3.83 0.49 -1.93  -1.756
8 C -4.26 -1.95 -2.27  -1.912
9 C -1.16 -2.63 -0.92  1.236
10 C -1.64 -3.81 -1.48  -0.214
11 C -0.92 -5.00 -1.50  0.327
12 C -1.45 -6.24 -2.17  -1.811
13 C 0.29 -4.99 -0.82  -1.136
14 C 0.82 -3.84 -0.27  -1.172
15 C 0.18 -2.57 -0.39  -1.174
16 N 0.71 -1.39 0.03  1.914
17 C 2.06 -1.32 0.39  -1.719
18 C 3.08 -1.99 -0.30  0.310
19 C 4.41 -1.78 0.00  -1.223
20 C 4.81 -0.88 0.98  0.566
21 C 6.27 -0.63 1.28  -1.597
22 C 3.81 -0.20 1.65  -0.285
23 C 2.46 -0.39 1.37  0.169
24 P 1.12 0.51 2.19  1.407
25 C 0.87 -0.54 3.71  0.431
26 C 2.15 -1.17 4.27  -1.804
27 C -0.16 -1.63 3.45  -1.156
28 C 1.77 2.12 2.89  0.466
29 C 2.65 2.12 4.14  -1.749
30 C 2.38 2.97 1.78  -0.779
31 H -4.18 -3.54 1.94  0.459
32 H -3.47 -3.94 0.37  0.366
33 H -4.79 -2.75 0.49  0.241
34 H -1.98 -2.46 1.64  0.321
35 H -4.42 -0.60 1.75  0.493
36 H -2.80 -0.06 2.18  0.050
37 H -3.60 -1.34 3.12  0.423
38 H -4.46 -0.86 -0.44  0.189
39 H -3.36 0.50 -2.92  0.421
40 H -3.35 1.25 -1.31  0.234
41 H -4.88 0.76 -2.07  0.483
42 H -3.53 -2.10 -3.08  0.336
43 H -5.19 -1.61 -2.73  0.475
44 H -4.45 -2.91 -1.80  0.345
45 H -2.64 -3.82 -1.90  0.038
46 H -2.51 -6.14 -2.39  0.323
47 H -1.31 -7.12 -1.54  0.380
48 H -0.94 -6.43 -3.12  0.328
49 H 0.85 -5.92 -0.71  0.328
50 H 1.75 -3.91 0.27  0.549
51 H 2.83 -2.63 -1.13  0.671
52 H 5.17 -2.31 -0.58  0.270
53 H 6.91 -1.26 0.66  0.413
54 H 6.51 -0.84 2.33  0.320
55 H 6.54 0.41 1.08  0.302
56 H 4.10 0.53 2.40  0.240
57 H 0.45 0.15 4.46  0.762
58 H 2.49 -1.96 3.60  0.255
59 H 1.95 -1.61 5.25  0.513
60 H 2.97 -0.46 4.37  0.355
61 H 0.14 -2.26 2.61  0.041
62 H -1.13 -1.19 3.23  0.130
63 H -0.26 -2.27 4.33  0.470
64 H 0.82 2.59 3.18  0.430
65 H 3.65 1.73 3.95  0.191
66 H 2.22 1.55 4.96  0.364
67 H 2.77 3.15 4.49  0.530
68 H 3.17 2.43 1.24  0.122
69 H 2.82 3.88 2.20  0.554
70 H 1.63 3.25 1.05  -0.209
71 Br -4.57 2.47 1.83  -0.200
72 C -3.28 3.47 0.90  -0.365
73 C -3.50 4.84 0.68  -0.376
74 C -2.58 5.60 0.01  -0.047
75 Br -2.94 7.46 -0.24  -0.285
76 C -1.39 5.04 -0.51  0.844
77 C -0.39 5.74 -1.22  -1.056
78 C 0.71 5.04 -1.65  -1.272
79 C 0.82 3.67 -1.40  -0.551
80 N -0.10 2.96 -0.75  1.075
81 C -1.18 3.66 -0.30  -0.370
82 C -2.11 2.84 0.45  -0.320
83 O -1.80 1.61 0.61  0.884
84 H -4.41 5.29 1.05  0.412
85 H -0.51 6.79 -1.42  0.309
86 H 1.51 5.54 -2.18  0.492
87 H 1.71 3.13 -1.71  0.694
88 Cl -0.76 0.25 -2.76  -0.043
89 C 0.50 0.94 -3.78  -0.031
90 C 0.15 1.20 -5.09  -0.708
91 C 1.10 1.73 -5.95  -0.475
92 C 2.37 1.99 -5.47  -0.725
93 C 2.68 1.72 -4.14  0.216
94 Cl 4.30 2.09 -3.62  -0.222
95 C 1.76 1.17 -3.22  -0.369
96 S 2.19 0.82 -1.58  0.168
97 H -0.86 0.98 -5.42  0.447
98 H 0.85 1.94 -6.98  0.359
99 H 3.14 2.41 -6.10  0.414

## Properties
HOMO level (spin up / spin down) = -3.036 / -3.929 eV
frontier orbital gap (spin up / spin down) = 5.361 / 6.252 eV
multiplicity = 3
total charge = -1
LUMO (spin up / spin down) = 2.32 / 2.32 eV
ΔE to the lowest compared entry with this formula, charge and spin = 0.610 eV
E_tot = -9774.273409 Ha
⟨S²⟩ = 2.0176